A gas-phase ion, C3H6NOS (charge +1) in a non-equilibrium geometry, computed with wB97M-V/def2-TZVPD.

Structure (XYZ):
```
12
Properties=species:S:1:pos:R:3:forces:R:3
C 0.5670 -0.7809 0.8070 1.291 -0.754 0.365
C 0.0795 -0.1819 -1.4888 -0.222 0.317 -0.421
C -1.3847 0.5592 0.4718 -0.519 0.235 -0.313
N -0.7113 -0.6386 1.0381 -0.451 0.309 0.094
O -1.4715 -1.5249 1.4168 -0.111 0.032 -0.197
S -1.5471 0.0558 -1.2880 0.077 -0.076 0.440
H 0.9980 -1.7428 1.0466 -0.161 -0.096 -0.021
H 1.2342 0.0586 0.7958 -0.190 0.374 0.002
H 0.8177 0.5010 -1.1102 -0.025 0.049 0.123
H 0.3862 -0.7691 -2.3458 0.002 -0.188 -0.008
H -2.3790 0.6537 0.9133 0.224 -0.070 -0.051
H -0.8027 1.4727 0.5944 0.085 -0.134 -0.012
```
Positions in Å, forces in eV/Å.

Properties
* energy above the lowest of the compared OMol25 structures with the same formula, charge and spin: 420.7 kJ/mol
* lowest unoccupied orbital energy (alpha / beta): -7.17 / -7.16 eV
* net charge: +1
* HOMO energy (alpha / beta): -14.450 / -14.358 eV
* E_tot: -645.65104 a.u.